No. 1
C24H26GdNO as an isolated structure. Source: OMol25; level of theory: ωB97M-V/def2-TZVPD.

Atoms and positions in Å:
C 0.3247 1.1253 -8.7246
H 0.5365 -1.8212 -4.8981
C -1.0803 0.5822 4.9004
C 0.6993 -0.2197 -8.6030
C 0.3396 2.7426 -0.6494
H -0.2385 -3.0524 3.4242
H 1.0719 -0.7598 -9.4666
C -0.8335 -1.7954 0.6029
C 0.6769 -2.6099 -0.9495
H -1.9723 -2.9500 3.1453
C -0.8064 2.0071 4.6016
H -1.6920 -1.6670 -3.7332
H -1.9650 -2.0733 6.6896
C 0.6252 -0.8677 -7.3882
C 0.7110 1.3581 1.1342
H -1.5409 2.3961 3.8724
C -1.2354 -1.5930 4.6146
H 2.5099 -1.7960 0.0989
H -0.4428 2.8465 -7.6834
Gd 0.0723 -0.0706 -1.1009
H 1.2046 0.8292 1.9405
H -1.9919 -0.0526 -4.5332
H -1.7520 -1.5335 1.1122
C -0.2973 1.1661 -6.3706
H 1.0994 -3.0916 -1.8336
H 0.4942 3.4107 -1.5021
H -0.8070 2.6521 5.4987
C -1.2178 -0.7338 -4.1137
H 0.7195 -0.9547 1.9598
C 0.4876 -1.4418 1.0198
H -0.6952 1.6764 -5.4880
H -1.6934 0.6152 7.0575
C -0.7218 -2.5322 -0.6121
H 0.1710 2.0637 4.0976
H -1.9197 2.7401 -0.4183
C -1.2057 -2.9157 3.9440
C -0.2223 -1.0704 -5.1696
H -1.5536 -2.9459 -1.1780
N -0.9052 -0.4229 3.9824
C 1.4253 -1.9114 0.0500
C 1.3548 2.0680 0.0926
H -1.4729 1.0669 1.6053
H -1.3726 -3.7607 4.6352
O -0.3426 -0.1247 -3.1528
C -1.5222 0.0407 6.1703
H 2.4442 2.1264 -0.0626
H 0.9108 -1.9198 -7.2724
C 0.0737 -0.2226 -6.2417
H 0.4385 1.6439 -9.6754
C -1.6373 -1.3332 5.9882
C -0.9370 2.4139 -0.0866
C -0.7023 1.5261 0.9963
C -0.1644 1.7991 -7.5978

Properties
Molecular weight   501.73 g/mol
Multiplicity   8
Total energy   -49675.99267 eV
E_HOMO (spin up / spin down)   -0.250 / -0.287 Ha
Charge   0

***

No. 2
C24H26IN3OsS2Si as an isolated structure. Source: OMol25; level of theory: ωB97M-V/def2-TZVPD.

Atoms and positions in Å:
C 0.5062 -4.5186 -4.6677
C -2.4445 1.4523 -0.1257
C 2.6620 -0.5063 2.9399
H -0.3391 -5.1579 -4.4050
N 0.8104 -3.6794 -2.4031
H 0.3680 -4.1561 -5.6818
C 1.3595 -0.6114 2.3030
H 6.0028 -0.1817 2.2657
C 4.0230 -0.4135 4.9871
H 0.3690 -1.7700 -5.0745
C 0.3516 -0.7538 4.5467
H -2.2492 4.2066 1.6012
H 1.4125 -5.1264 -4.6322
C 0.9135 -2.7275 -1.4471
C 1.5886 -0.6369 5.1315
H 1.4167 0.9089 -2.9633
S 1.1562 -3.0291 0.1881
H -5.0263 2.9586 -1.4224
C 0.6503 -1.0737 -3.0538
H 4.0633 -0.4217 6.0688
C -4.5125 3.5949 -0.6989
H -2.3729 2.7657 -3.0641
Si -2.6803 3.2825 -0.6543
H 6.1353 -0.2214 4.7354
H 0.6024 0.4992 -4.4913
H -4.1869 -1.3761 0.6965
H -0.5361 -0.8499 5.1560
N 0.8327 -1.4254 -1.7743
H -0.3347 0.8064 -3.0200
C -3.3435 -0.7284 0.5051
C -1.2065 0.8584 0.0287
C -1.8166 4.3433 0.6084
H -4.5346 0.9795 0.0457
H 1.6828 -0.6426 6.2110
C 5.1723 -0.3006 4.2512
N -1.0136 -0.4230 0.3999
C 0.2518 -0.7634 3.1578
H 0.8948 -4.6483 -2.1159
H -0.7311 -0.8806 2.7290
H -1.8384 -2.2415 0.9144
C 2.7648 -0.5186 4.3558
H -2.0771 4.4671 -2.7278
Os 1.0804 -0.5538 0.3531
H -0.8371 3.2861 -2.3364
H -4.9788 3.4549 0.2784
C 5.0982 -0.2791 2.8512
C 0.6083 -3.3839 -3.7132
C -1.9163 3.4550 -2.3501
C -2.0555 -1.2198 0.6291
C 0.5224 -2.0568 -4.0457
H -0.7474 4.1308 0.6712
H -1.9222 5.3980 0.3453
C -3.5249 0.5981 0.1367
H -4.6953 4.6297 -0.9959
C 3.8718 -0.3765 2.2458
S 0.4393 1.5087 -0.2294
C 0.5852 0.3674 -3.4130
I 3.7254 -0.2980 0.1692

Properties
Molecular weight   765.85 g/mol
Multiplicity   1
Total energy   -69885.01132 eV
Energy relative to the best compared isomer or geometry (same formula, charge and spin)   0.0 kcal/mol
E_HOMO (spin up / spin down)   -0.499 / -0.499 Ha
Charge   +2

***

No. 3
C24H26MnN4O2S3 as an isolated structure. Source: OMol25; level of theory: ωB97M-V/def2-TZVPD.

Atoms and positions in Å:
C -4.1538 0.0803 -0.0635
C 2.3651 -1.1835 1.7858
N 0.2228 1.2587 2.7699
H 2.7347 6.3586 1.2907
C -5.0689 -2.7330 2.2561
H 1.9306 -3.6021 -0.5084
C 2.5172 -2.4167 1.1835
H -4.0360 -4.2400 1.7074
C 1.9404 -0.2635 -3.4427
H 3.9220 0.6041 -2.8132
C -2.9661 -2.2087 0.9464
H -0.7924 2.2026 1.1783
H -2.4683 -3.0890 1.3423
H 1.5434 1.9908 1.3307
C 1.8550 -2.6386 -0.0165
H -1.2274 -1.6172 -0.1588
H -0.9214 0.2870 4.2444
H 2.8539 -0.9938 2.7375
C 0.0868 -1.7324 -4.7855
C -0.2732 -0.7685 -3.8592
H 3.4401 -1.3467 -4.5203
Mn 0.3242 1.0500 -1.4588
C -4.8612 -0.7526 0.7802
S 3.3356 4.2542 0.4245
H -0.6825 -2.2915 -5.2991
C 1.6137 -0.1624 1.1871
C 1.1134 -1.6220 -0.5988
H 0.3309 2.1231 3.2959
C -2.2471 -1.3721 0.1100
H 1.3270 5.5774 0.5416
H -1.3053 -0.5503 -3.6160
O -5.9830 -2.3173 2.9110
C 2.3354 3.1758 -0.5695
C -4.2796 -1.9079 1.2993
C 2.3801 -1.2044 -4.3593
H 0.8509 0.1483 4.4499
S 0.6268 3.2592 -0.5554
H -5.8826 -0.5212 1.0539
N 2.2516 1.3806 -1.8453
C 0.0297 0.1461 3.7369
C 0.9896 -0.3165 -0.0703
H -1.8289 1.6590 2.5437
C 1.5228 1.1142 1.9687
H -4.6149 0.9748 -0.4626
N 0.6342 -0.0487 -3.1919
N 3.0680 2.2991 -1.1873
H 0.5941 -1.8653 -1.5196
C 2.8463 0.5974 -2.6743
H -1.1454 0.4818 1.3832
H 1.7436 -2.7109 -5.7480
S -1.9410 0.8810 -1.4538
C 2.3891 5.7845 0.4327
C -0.9827 1.4176 1.9034
H 3.1293 -3.1847 1.6383
C -2.8228 -0.2000 -0.4065
O -4.7038 -4.0383 2.3721
H 2.3117 1.1849 2.7185
C 1.4334 -1.9568 -5.0364
H 2.5675 6.3499 -0.4790
H 0.0274 -0.7840 3.1762

Properties
Molecular weight   553.64 g/mol
Multiplicity   2
Total energy   -99189.86940 eV
Energy relative to the best compared isomer or geometry (same formula, charge and spin)   0.0 kcal/mol
E_HOMO (spin up / spin down)   -0.260 / -0.246 Ha
Charge   0

***

No. 4
One molecule with the formula C24H26N2O3. Source: OMol25; level of theory: ωB97M-V/def2-TZVPD.

Atoms and positions in Å:
H 6.8371 0.0245 -2.4953
H -0.7137 0.4629 -1.0034
H -1.8463 2.7114 -0.7318
H 0.1991 2.3303 2.5431
H -1.7044 0.0646 1.8707
H -3.0774 -1.3886 -3.2088
H -3.8302 -2.3550 -0.4017
H 3.4507 0.9416 2.6549
H -2.7190 -3.1818 -1.5339
C -3.1128 -2.2053 -1.2204
C -1.6476 1.0806 1.4499
H -3.8844 3.0535 -2.1417
C -0.0006 -1.0529 0.3053
H -2.0218 -3.7835 0.4545
C 3.7034 0.8742 1.6071
N -0.3717 1.3731 0.8210
C -1.1614 -3.1508 0.6059
C -2.8180 1.2819 0.5281
C 3.3017 1.5606 -0.6699
H 1.0425 0.7945 2.3120
C 4.3390 0.7429 -1.0430
C 1.0546 -1.5625 1.0438
C -3.8945 2.3664 -1.3070
C 5.0543 -0.0094 -0.1116
H -1.7850 1.7790 2.2838
N -3.9193 0.6080 0.8311
H 1.4354 3.0637 0.3363
C 5.8952 -0.4121 -2.1256
H 1.8435 -3.2161 2.1524
H -5.9531 1.7802 -1.5620
C -4.9987 0.7964 0.0932
H -4.6160 -2.1393 -2.7534
C 4.7568 0.0459 1.2275
O -2.0591 -1.3710 -0.7873
H -0.1730 -4.6088 1.8087
C 1.8310 2.4721 1.1618
C 0.6629 1.6859 1.7912
H -5.8681 0.2207 0.3867
C 0.0030 0.3756 -0.1838
O 6.0271 -0.7290 -0.7575
C -0.1114 -3.6201 1.3780
H 1.9372 -0.9571 1.1871
C -5.0463 1.6616 -0.9885
H 2.7657 2.1404 -1.4037
O 4.8462 0.5159 -2.2962
H 5.6730 -1.3283 -2.6968
C -2.7628 2.1790 -0.5350
C -1.1084 -1.8798 0.0446
H 0.9951 0.6353 -0.5509
C 1.0097 -2.8400 1.5792
C 2.9714 1.6145 0.6882
H 5.3156 -0.5267 1.9483
H 2.2153 3.1614 1.9173
H -4.1699 -0.5536 -2.1021
C -3.7911 -1.5267 -2.4006

Properties
SMILES string   CCOc1ccccc1CN(CCc1ccc2c(c1)OCO2)Cc1ccccn1
Molecular weight   390.48 g/mol
Multiplicity   1
Total energy   -34431.81183 eV
Energy relative to the best compared isomer or geometry (same formula, charge and spin)   52.5 kcal/mol
E_HOMO   -0.294 Ha
Charge   0

***

No. 5
C24H26N2O3S as an isolated structure. Source: OMol25; level of theory: ωB97M-V/def2-TZVPD.

Atoms and positions in Å:
H -3.3775 2.9258 -7.1477
C -1.8965 1.1384 -0.6069
H -3.0634 -1.9511 -4.6424
H 0.4564 -1.0234 -1.1469
C -2.9715 0.4641 -3.4225
H 3.2388 -0.4796 7.6313
H 4.3933 0.4026 6.6555
O 3.9307 -2.0668 5.0618
C -2.6832 0.6398 -4.9914
H -2.5384 1.0938 -7.6173
C -2.9197 2.0340 -5.3585
C 1.9089 -1.3509 3.8157
H -3.9886 3.7563 -2.6750
C -3.6797 2.8226 -3.1616
H -2.0443 -3.5816 -2.9848
H 5.6272 -1.5428 5.9243
C 0.1092 -0.3595 -0.7304
S -3.7601 1.2167 -0.9917
C 2.0028 0.3622 0.5528
C -1.2755 1.6724 0.4158
C 3.7032 -0.3625 2.3413
C -3.1141 -3.2997 -2.8696
H 4.4393 -2.5906 6.7641
C -3.4243 3.1672 -4.6302
C 3.6701 -0.3595 6.5537
N 2.4683 -0.0751 1.7468
C 0.6149 0.5641 0.1772
H -3.3994 -3.2392 -1.9227
H 0.3617 2.2654 1.6210
C -1.2163 -0.1482 -1.1546
H -3.5959 -4.1039 -3.5275
H 0.5042 -0.6394 2.3207
O 2.7979 -0.3688 5.7904
C 3.8851 0.0636 3.6921
H -4.5657 -1.8652 -3.5579
C -0.1067 1.3711 0.8258
H 1.2221 -1.6905 4.3834
H 4.2131 0.3742 1.8207
C -2.6659 2.1242 -6.7036
H -1.9880 2.4632 0.7655
C 2.8936 -0.8705 4.7119
H 3.5604 1.2470 3.9278
H 4.9962 0.0993 4.0372
H 1.0233 0.4868 3.1479
H -1.6403 2.4761 -6.9690
H -3.6501 3.9528 -5.1470
N -1.9635 -0.9071 -1.7194
C -3.2644 1.5426 -2.8046
C 1.3030 -0.4068 2.7899
H 3.9143 -1.1500 2.0556
H -2.1462 -0.0734 -5.4975
C -2.6288 -0.7466 -2.8363
H 2.0800 -2.5049 3.2443
O 2.9513 0.3802 -0.3401
C 4.4426 -1.5022 6.0867
C -3.1437 -1.8468 -3.7043

Properties
Molecular weight   422.55 g/mol
Multiplicity   1
Total energy   -45243.69737 eV
Energy relative to the best compared isomer or geometry (same formula, charge and spin)   588.1 kcal/mol
E_HOMO   -0.304 Ha
Charge   0

***

No. 6
C24H26N2O4 as an isolated structure. Source: OMol25; level of theory: ωB97M-V/def2-TZVPD.

Atoms and positions in Å:
H 3.6409 2.6381 -3.7721
O 3.4813 1.7530 -2.9932
O -0.2448 -2.2902 -3.0451
C -2.6440 -2.4585 -2.6732
O -4.8091 -1.0180 -0.4047
H 2.2343 -1.3595 3.9435
C -1.1860 -0.8453 -1.4637
C 1.0262 1.9034 0.0594
C -2.5127 0.6245 0.1072
H 2.7830 0.5823 -0.8675
N 1.2745 -0.5138 -1.6929
C 2.8896 2.5075 1.6146
C -5.0580 -3.5983 -3.5323
H 1.0725 -0.7986 5.0838
H -0.8238 0.6217 3.2525
H 1.7327 2.1317 -2.4540
C -0.0233 1.1397 3.7206
N 1.5410 1.6024 1.2956
C -3.7188 -2.1288 -2.1601
H -1.5983 -3.5945 -4.2655
C 1.3517 -0.9501 4.0850
H 1.6235 3.3135 3.0932
C -4.8158 -2.9915 -2.4451
H -5.6094 -2.6080 -1.8988
H 3.5238 0.6273 3.8343
C 2.4078 1.3675 3.9499
C -1.3310 -1.7281 -2.4301
H -0.0423 1.9902 3.2517
O 1.0901 3.1092 -0.4513
H 1.8135 0.8769 -3.8064
C -0.1043 0.0630 -1.1556
H 2.6335 -0.2729 1.7796
H 2.2089 1.4535 5.0000
H -0.2191 1.4880 4.6340
C -2.5347 -0.3779 -1.0034
C -0.0912 0.9669 -0.1549
C -3.6757 -4.1080 -4.2959
H -3.6355 0.8706 0.4375
H 0.9627 -1.1614 -2.4933
H -3.8266 -4.8475 -4.7431
C 1.1374 0.6039 3.4851
C -3.5808 -1.1073 -1.1053
H 3.7377 1.8499 1.4443
H 2.8139 3.3001 0.9896
H 3.4563 3.0957 3.5474
C 2.4098 0.2227 -1.9214
C -2.6140 -3.4502 -3.6997
H -1.5334 2.1552 1.0241
H 0.4972 -1.5423 3.5353
H 0.7222 -0.1908 1.3431
C 2.2210 1.3307 -2.9760
C -1.4849 1.3165 0.4279
H 3.0602 -0.2422 -2.3376
C 2.7957 2.7108 3.0139
C 1.4103 0.1690 1.9376
H -5.8355 -4.2015 -3.6486

Properties
Molecular weight   406.48 g/mol
Multiplicity   1
Total energy   -36460.61279 eV
Energy relative to the best compared isomer or geometry (same formula, charge and spin)   503.6 kcal/mol
E_HOMO   -0.311 Ha
Charge   0

***

No. 7
A 3-piece molecular cluster, C24H26N3O2 overall. Source: OMol25; level of theory: ωB97M-V/def2-TZVPD.

Atoms and positions in Å:
C -0.2975 3.3631 -2.4576
H 1.4858 -5.0411 2.4654
C -2.7603 3.0196 -1.8182
H -0.3914 -0.6835 -0.9482
C 2.3632 3.5225 -0.7391
C -2.9293 2.7596 -0.4823
H -0.6762 -2.7207 3.4647
C 0.3171 -0.1143 -0.3183
C 2.1003 3.4497 -2.1265
H 3.2118 -8.4233 4.5526
H -5.5416 4.8716 -2.3351
O 0.3641 1.2258 -0.7386
H 1.7683 2.9514 -0.0361
H -0.3783 4.1409 -3.2422
H 3.9569 -5.1169 2.0940
C -1.5377 2.5182 -2.5998
C -4.9555 4.0321 -0.4845
H 3.5511 4.3842 0.7687
H -3.1193 -3.2309 0.0826
N 3.4718 -5.7923 2.6554
H 0.8646 -7.1512 4.0482
C 2.9298 4.2778 -2.8772
H -2.4562 -5.7265 0.9038
H 2.0711 0.9545 -1.9183
C 3.0702 -7.5386 3.9539
H 1.2911 -0.6164 -0.4406
H 5.1190 -7.0117 3.2455
H -5.7934 4.4387 0.0731
C -1.3323 -4.6204 2.4954
H 2.7792 4.2882 -3.9574
C 4.0565 -6.8462 3.3037
C 1.0244 2.6042 -2.7364
C -1.2119 -3.2730 2.7112
H -4.1572 3.0860 1.2366
H -0.8782 -5.3963 3.0896
C -4.7936 4.2642 -1.8314
N 4.1689 5.1201 -1.0441
C 1.0175 1.2592 -2.0612
H 0.5490 0.4766 -2.6783
H -0.2869 3.9247 -1.5043
H -2.0280 -1.6304 1.6638
H -0.0128 -0.1748 0.7266
C 3.9130 5.0821 -2.3544
C 2.1247 -5.7983 2.8889
N -1.9355 -2.6267 1.7477
C -4.0261 3.2647 0.1720
C 3.3734 4.3552 -0.3137
H 4.5184 5.7143 -3.0028
C 1.8421 -6.8728 3.6899
H -3.5678 3.9443 -3.5522
O -1.6527 1.5211 -3.2904
C -3.7030 3.7626 -2.4891
H -2.2119 2.1672 0.0791
C -2.5107 -3.5447 0.9135
C -2.1579 -4.7935 1.3524

Properties
Molecular weight   388.49 g/mol
Multiplicity   1
Total energy   -33873.14146 eV
E_HOMO   -0.092 Ha
Charge   -1

***

No. 8
One molecule with the formula C24H26N4O6. Source: OMol25; level of theory: ωB97M-V/def2-TZVPD.

Atoms and positions in Å:
C 7.2854 -0.1064 -0.3185
C -8.5474 0.2773 1.9060
H -2.6091 -0.8955 -3.8506
C 4.8056 -1.2346 0.1983
H -5.0117 -0.4383 1.9282
H 5.8905 -2.8197 1.1383
H -4.8656 -1.9159 -1.4347
N 8.3774 -1.9926 0.7834
C 1.6606 0.4714 0.3413
H -5.8099 0.9924 1.2213
H -1.0997 -0.7996 -2.9115
C 0.4365 2.6561 0.3192
C 2.4378 0.0197 -0.9059
C -0.8550 1.9055 0.2722
C -1.2042 1.1704 -0.8628
O -4.5079 -0.0180 -0.0347
C -1.7505 2.0166 1.3185
C -7.9722 -0.7309 0.9823
H -8.0903 0.1918 2.8907
C 7.1960 -1.3228 0.3563
C -2.9814 1.3777 1.2580
H 2.6921 3.6361 0.2222
H 3.0830 2.3645 -1.8777
N 3.7467 0.6320 -0.9437
H -0.5119 1.1216 -1.6887
H -6.0295 -3.2031 -1.8538
H 8.2609 0.3081 -0.5210
H -8.3623 1.2819 1.5283
H 3.4404 2.3180 1.1669
H 4.6092 2.5487 -0.9942
C -3.3356 0.6392 0.1426
N -8.7064 -1.6477 0.4121
O 0.4717 3.8712 0.3495
C -6.6126 -0.8713 0.5804
C -2.0484 -0.2983 -3.1335
H -3.6623 1.4753 2.0881
N 1.5729 1.9104 0.3281
H -9.6178 0.1174 1.9907
C 3.6310 2.0760 -0.9747
H 0.6636 0.0327 0.3625
O 9.4479 -1.4542 0.5674
C 4.8678 -0.0016 -0.4787
H 3.8552 -1.6860 0.4313
C -5.5736 -2.6411 -1.0431
C 2.8638 2.5594 0.2657
H -1.8482 0.6880 -3.5639
H 1.8972 0.3575 -1.7977
H 2.2069 0.1573 1.2405
O 8.2524 -3.0683 1.3410
C 6.1456 0.5386 -0.7260
C -6.6316 -1.9451 -0.2721
O -2.8657 -0.2094 -1.9930
H -1.4900 2.6028 2.1854
C -5.4581 -0.0273 1.0076
H -5.0361 -3.3348 -0.3967
C -2.4303 0.5383 -0.9401
O -7.8911 -2.3993 -0.3657
C 5.9460 -1.8815 0.6077
H 2.5183 -1.0646 -0.9526
H 6.2459 1.4616 -1.2734

Properties
SMILES string   COc1cc(C(=O)N2CCN(c3ccc([N+](=O)[O-])cc3)CC2)ccc1OCc1c(C)noc1C
Molecular weight   466.49 g/mol
Multiplicity   1
Total energy   -43551.31169 eV
Energy relative to the best compared isomer or geometry (same formula, charge and spin)   30.9 kcal/mol
E_HOMO   -0.308 Ha
Charge   0